Record 1
Here is 11 unconnected molecules or ions with the total composition C45H85N10O11 in a non-equilibrium geometry from the OMol25 dataset. Energies are from the ωB97M-V functional and the def2-TZVPD basis.

The gap between HOMO and LUMO comes out at 9.198 eV. The lowest unoccupied orbital energy is -0.0460 Ha. Its total energy is -3140.6399 a.u. As for the charge: +1. The value obtained for the HOMO energy is -10.45 eV.

Positions of all 151 atoms, in Å:
C (1.73781, -1.04670, -5.13004)
C (0.79338, 0.05611, -4.75858)
N (-0.66530, -0.29442, -4.80400)
C (-1.34516, -1.42431, -5.05306)
C (-2.64374, -1.15291, -4.81799)
N (-2.76591, 0.11509, -4.33826)
C (-1.54799, 0.61854, -4.33837)
C (-3.99165, 0.73778, -3.83733)
H (1.85064, -1.80194, -4.35490)
H (2.72944, -0.57189, -5.16980)
H (1.43066, -1.49533, -6.07706)
H (0.84169, 0.85196, -5.42619)
H (1.07833, 0.52219, -3.79155)
H (-0.88927, -2.39531, -5.29315)
H (-3.42132, -1.81745, -4.80235)
H (-1.32165, 1.56982, -3.86218)
H (-4.50091, 1.07149, -4.80248)
H (-3.73086, 1.55435, -3.21477)
H (-4.70074, 0.00541, -3.42100)
C (5.37373, 4.28887, 1.94684)
C (4.76603, 3.12834, 1.16151)
N (4.34651, 2.09691, 2.13033)
C (5.05244, 0.98193, 2.46819)
C (4.27758, 0.29159, 3.32395)
N (3.06470, 0.93268, 3.39471)
C (3.15319, 2.01404, 2.68229)
C (1.78373, 0.40142, 3.82193)
H (5.93879, 4.87546, 1.20144)
H (6.15943, 4.04668, 2.63090)
H (4.67539, 4.87446, 2.50311)
H (5.42356, 2.68457, 0.39720)
H (3.84452, 3.40945, 0.66690)
H (6.04582, 0.82315, 2.01111)
H (4.52488, -0.70269, 3.72994)
H (2.28415, 2.57312, 2.41393)
H (1.13071, 0.38248, 2.97307)
H (1.38834, 1.06382, 4.51927)
H (1.91826, -0.63211, 4.20394)
C (-1.45169, -6.07252, 6.82423)
C (-0.91934, -5.76354, 5.46469)
N (-1.72177, -4.71076, 4.71308)
C (-3.13206, -4.46556, 4.85104)
C (-3.43561, -3.42687, 4.00701)
N (-2.28790, -3.08624, 3.40246)
C (-1.27122, -3.82263, 3.85549)
C (-2.14855, -2.26380, 2.22179)
H (-1.19031, -5.33768, 7.61765)
H (-0.97519, -6.98901, 7.08284)
H (-2.48556, -6.26847, 6.95395)
H (-0.90076, -6.68647, 4.86972)
H (0.09274, -5.44296, 5.44643)
H (-3.78222, -5.07728, 5.48644)
H (-4.26562, -2.77075, 3.97421)
H (-0.19009, -3.71003, 3.74018)
H (-2.62692, -1.29592, 2.39346)
H (-2.50396, -2.82849, 1.37768)
H (-1.12202, -2.16697, 1.92127)
C (0.06688, 7.02093, -0.88856)
C (-1.34262, 7.63603, -0.76582)
N (-2.36801, 6.66783, -0.46808)
C (-2.58983, 5.98354, 0.71363)
C (-3.67885, 5.20187, 0.53234)
N (-4.16601, 5.49306, -0.67481)
C (-3.38711, 6.40728, -1.33218)
C (-5.44874, 4.95628, -1.15959)
H (0.83071, 7.82365, -1.14472)
H (0.09934, 6.37598, -1.77801)
H (0.24343, 6.42336, -0.00271)
H (-1.60831, 8.08236, -1.71974)
H (-1.31255, 8.42934, -0.02516)
H (-1.75345, 5.98740, 1.43478)
H (-4.08059, 4.44879, 1.19288)
H (-3.36154, 6.74545, -2.30448)
H (-6.19400, 5.79722, -1.13664)
H (-5.73203, 4.10877, -0.47680)
H (-5.21053, 4.66396, -2.17228)
C (5.09190, -3.63191, 1.09047)
C (4.17530, -2.84083, 0.17849)
C (2.93660, -3.63616, 0.06752)
N (1.66485, -2.98865, -0.36698)
C (1.18492, -1.86109, 0.49835)
C (0.57085, -4.10513, -0.33278)
C (0.55650, -4.85490, -1.63767)
C (0.68773, -3.60604, -2.53154)
C (1.65983, -2.66506, -1.89855)
H (5.45104, -4.62525, 0.71487)
H (4.68203, -3.92521, 1.98885)
H (5.95651, -3.02226, 1.19149)
H (4.55299, -2.60210, -0.81903)
H (3.89915, -1.83874, 0.58054)
H (2.57728, -4.07236, 1.07256)
H (3.17285, -4.46939, -0.62006)
H (0.21537, -1.64252, 0.12030)
H (1.76596, -1.03272, 0.26296)
H (1.26943, -2.13900, 1.57542)
H (-0.34058, -3.59630, -0.26656)
H (0.74500, -4.76188, 0.52517)
H (-0.37586, -5.36729, -1.76980)
H (1.35978, -5.60529, -1.78634)
H (-0.33005, -3.19586, -2.53885)
H (1.04201, -3.92691, -3.51489)
H (1.39468, -1.60922, -1.90192)
H (2.65727, -2.83023, -2.22356)
C (0.98512, 2.98758, -0.60845)
C (0.36637, 2.58285, 0.64404)
O (0.58772, 3.27412, 1.67021)
N (-0.41289, 1.54888, 0.68528)
H (-3.80844, -0.44987, 0.31916)
H (-1.04310, 1.53568, 1.46027)
C (-0.91108, 0.94843, -0.62759)
H (1.56319, 3.87190, -0.41109)
H (0.14702, 3.18946, -1.29490)
H (1.66478, 2.18858, -0.97502)
H (-0.06818, 0.48278, -1.13753)
H (-1.54779, 1.67303, -1.16738)
H (-1.59536, 0.03717, -0.40420)
C (-1.18573, 4.93392, -4.31873)
C (-2.27503, 4.08903, -3.56881)
O (-1.96773, 2.94707, -3.15062)
O (-3.35484, 4.68682, -3.38312)
H (-1.52126, 5.61872, -5.11836)
H (-0.30725, 4.33196, -4.75303)
H (-0.65421, 5.57933, -3.61202)
C (-5.35257, 1.50564, -0.20408)
C (-4.20339, 1.41095, 0.87752)
O (-3.64835, 0.25497, 1.07574)
O (-3.80649, 2.27284, 1.62024)
H (-6.19529, 2.03331, 0.20527)
H (-5.72230, 0.54698, -0.50728)
H (-4.87919, 2.00281, -1.05556)
C (-3.45547, -3.73571, -1.86662)
C (-3.16827, -2.38189, -1.18375)
O (-1.96368, -2.26905, -0.96883)
O (-4.10426, -1.58876, -1.04624)
H (-2.99847, -4.56298, -1.30692)
H (-3.14004, -3.71710, -2.93958)
H (-4.52105, -4.04118, -1.94758)
C (4.43642, -0.00445, -2.40139)
C (3.19460, 0.29645, -1.42465)
O (2.04889, 0.11472, -1.89793)
O (3.46344, 0.75795, -0.27082)
H (5.27848, 0.00446, -1.69410)
H (4.51384, 0.83022, -3.06125)
H (4.39433, -0.95224, -2.92195)
C (3.45082, -3.19791, 4.62523)
C (2.12653, -3.44672, 3.93777)
O (1.32891, -2.42684, 3.85459)
O (1.95524, -4.58062, 3.42970)
H (3.37662, -2.49868, 5.42316)
H (4.13441, -2.79294, 3.88090)
H (3.79430, -4.14322, 4.94665)

Cartesian forces, eV/Å:
C 0.3 0.2 0.2
C -0.5 -0.4 1.2
N 0.4 1.9 1.7
C 0.2 -1.7 -0.6
C 0.5 -0.1 0.3
N 0.6 -0.8 0.2
C 1.0 0.1 0.3
C -1.4 -0.6 -2.9
H -0.4 -0.1 0.0
H -0.3 -0.3 -0.5
H 0.4 -0.1 0.0
H 0.4 1.3 -1.6
H -0.6 -0.8 -0.2
H -0.2 0.8 -0.1
H -1.9 -1.3 -0.2
H 0.2 0.2 -0.4
H 0.4 0.2 1.4
H 0.1 0.7 0.6
H 0.8 0.1 0.3
C 1.1 0.2 -1.8
C -0.2 -0.1 1.1
N 0.3 0.1 -1.1
C 1.3 0.6 -0.4
C 0.6 -2.2 0.1
N 0.6 -1.1 0.4
C -0.3 0.9 -1.0
C 0.9 -1.4 0.0
H -0.6 0.4 0.3
H 0.4 -0.9 0.5
H -0.7 0.4 0.0
H -0.2 0.0 0.6
H 0.0 0.2 -0.3
H -0.8 -0.1 0.7
H -0.6 0.9 0.0
H -0.4 0.8 0.0
H -0.3 -0.2 -0.5
H -0.8 1.0 1.5
H -0.3 0.7 -0.2
C 1.0 0.9 1.3
C -1.4 0.3 -1.5
N -2.4 -0.5 1.2
C 0.7 -0.5 -0.1
C 0.3 -1.4 1.7
N 2.4 0.2 -0.6
C 0.7 -0.5 0.4
C -0.2 0.5 -0.2
H 0.0 -0.3 -0.7
H 0.5 -0.8 0.5
H -1.1 -0.1 -0.5
H -0.4 0.3 -0.1
H 0.9 0.6 0.2
H 0.5 0.5 -0.3
H -0.9 0.0 -0.4
H -0.2 0.4 -0.9
H 0.1 -0.3 -0.4
H -0.9 0.1 -0.3
H 0.7 0.4 0.6
C -0.2 0.7 -1.2
C 1.4 0.4 -0.5
N -2.0 -0.1 -0.5
C 2.4 0.0 0.0
C 0.8 0.4 1.4
N -0.8 1.0 -2.2
C 0.9 -2.0 4.4
C -0.1 0.6 0.5
H -0.9 -0.9 1.0
H -0.1 -0.1 0.4
H 0.7 0.1 0.1
H -0.1 0.2 0.0
H -0.3 0.0 0.2
H -1.1 -0.1 -0.2
H -0.1 0.0 -0.1
H -0.7 0.4 -1.9
H 0.5 -1.0 0.0
H 0.2 1.0 -1.0
H -0.5 -0.5 -0.3
C 1.6 -0.4 -2.5
C -1.0 1.3 0.4
C -1.7 -1.8 1.3
N -1.3 -2.0 -1.5
C 0.6 -1.6 0.3
C 1.7 -1.2 1.2
C 1.5 0.9 -0.1
C -0.7 -1.3 -1.0
C -0.7 0.5 2.0
H -0.4 0.9 -0.5
H -1.2 0.1 2.2
H 1.0 0.2 0.7
H 0.4 -0.3 0.1
H 0.5 -0.5 0.2
H 1.2 0.5 -1.2
H -0.7 0.1 0.3
H -1.1 0.1 0.2
H 1.3 1.6 -0.1
H -0.3 0.1 -0.7
H -1.4 0.8 0.3
H 0.0 0.4 0.2
H -0.6 -0.1 -0.1
H -0.2 0.5 0.3
H 0.3 0.3 -0.4
H -0.3 0.4 -0.2
H 0.2 -0.2 -0.7
H 0.9 0.1 -0.4
C 0.4 -0.5 -1.3
C 1.5 2.5 2.1
O -0.2 -0.5 -0.1
N -2.0 -2.5 -2.2
H 0.0 1.0 0.7
H -0.4 -0.2 0.5
C -1.5 -1.6 2.0
H 0.1 0.4 -0.1
H 0.6 0.0 -0.3
H -0.7 0.4 -0.1
H 0.0 0.7 -0.4
H 0.8 -0.3 -0.1
H 1.2 1.6 0.0
C 1.6 -0.8 -0.7
C 0.5 1.2 -0.5
O 0.0 0.5 0.2
O -0.1 -0.2 0.0
H -0.4 -0.6 0.4
H -1.5 0.4 0.6
H -0.3 0.0 0.3
C 1.9 0.2 1.0
C -1.1 -0.1 0.0
O 0.2 -3.3 -1.9
O -0.7 1.8 -0.3
H -0.1 0.6 0.1
H 0.2 -0.7 -0.1
H -0.4 0.1 0.0
C -1.5 -0.9 -0.7
C -0.3 -2.4 -2.0
O 1.7 1.2 1.1
O -0.7 1.6 1.1
H 0.4 0.3 -0.4
H 0.3 0.0 0.9
H 0.3 0.6 0.3
C -0.7 0.2 2.8
C 1.1 0.4 -0.1
O 0.1 0.3 0.0
O -0.2 -0.7 -1.2
H 0.1 -0.1 -0.6
H 0.1 0.5 -0.7
H -0.3 -0.1 -0.2
C -0.4 0.1 -0.8
C -0.6 1.1 -0.7
O 0.7 -1.9 0.0
O -0.5 0.6 0.2
H -0.1 0.5 0.7
H 0.1 -0.1 -0.1
H 0.8 -0.9 0.5

Record 2
Here is a gas-phase ion, C22H33FN5O2 (charge +1) from the OMol25 dataset. Energies are from the ωB97M-V functional and the def2-TZVPD basis.

The gap between HOMO and LUMO comes out at 7.508 eV. The lowest unoccupied orbital energy is -0.0801 Ha. Its total energy is -1382.0761 a.u. The calculation puts the energy above the lowest of the compared OMol25 structures with the same formula, charge and spin at 0.0 kJ/mol. The SMILES is CCn1cc(C(=O)NCCC[NH+](C)C)c(=O)c2cc(F)c(N3CCN(C)CC3)cc21. As for the charge: +1. The value obtained for the HOMO energy is -9.69 eV.

Positions of all 63 atoms, in Å:
C (-1.37586, 0.10875, -3.08301)
C (-0.47895, 1.05177, -2.28531)
N (-0.25328, 0.55946, -0.93692)
C (-1.02877, 1.01989, 0.04684)
C (-0.96291, 0.61117, 1.35277)
C (-1.89385, 1.19485, 2.31616)
O (-2.69119, 2.11080, 1.97785)
N (-1.84239, 0.71080, 3.55183)
C (-2.79996, 0.99445, 4.59355)
C (-2.46940, 2.25543, 5.41836)
C (-3.33367, 3.45918, 5.05070)
N (-3.11909, 3.93762, 3.67204)
C (-4.26533, 4.71093, 3.18552)
C (-1.88473, 4.71900, 3.55040)
C (0.00333, -0.40200, 1.74579)
O (0.12416, -0.81669, 2.90717)
C (0.82081, -0.89166, 0.65656)
C (1.78607, -1.87388, 0.92146)
C (2.57139, -2.37758, -0.07087)
F (3.52110, -3.27028, 0.28247)
C (2.45077, -1.96324, -1.42401)
N (3.26197, -2.44202, -2.40254)
C (3.36570, -1.81308, -3.70244)
C (2.45810, -2.52813, -4.72246)
N (2.75773, -3.93947, -4.82182)
C (3.91421, -4.25626, -5.63204)
C (2.75267, -4.55142, -3.51165)
C (3.66037, -3.83491, -2.48830)
C (1.48870, -0.96891, -1.66701)
C (0.68964, -0.42575, -0.66774)
H (-1.51164, 0.49405, -4.08938)
H (-2.35089, 0.02629, -2.60903)
H (-0.94260, -0.88573, -3.14563)
H (-0.95664, 2.03092, -2.21087)
H (0.48237, 1.19187, -2.78293)
H (-1.76280, 1.76816, -0.22174)
H (-1.10561, -0.00707, 3.69046)
H (-2.80864, 0.12451, 5.25006)
H (-3.79536, 1.09132, 4.14624)
H (-2.64734, 2.04692, 6.47293)
H (-1.40805, 2.48217, 5.31260)
H (-3.13842, 4.28178, 5.74562)
H (-4.38331, 3.17456, 5.15142)
H (-2.99777, 3.03689, 2.95740)
H (-5.16210, 4.09517, 3.19677)
H (-4.08105, 5.02832, 2.16164)
H (-4.42980, 5.59208, 3.80706)
H (-1.72115, 4.98029, 2.50718)
H (-1.03357, 4.13662, 3.89457)
H (-1.95021, 5.63421, 4.14037)
H (1.91211, -2.21146, 1.93824)
H (3.14072, -0.74963, -3.63762)
H (4.40738, -1.91065, -4.02502)
H (2.56313, -2.06858, -5.70611)
H (1.41362, -2.43563, -4.40446)
H (3.76707, -3.83757, -6.62634)
H (4.86624, -3.87997, -5.23425)
H (3.98527, -5.33843, -5.72466)
H (3.05998, -5.59334, -3.60383)
H (1.72245, -4.52679, -3.13808)
H (3.57859, -4.33898, -1.53119)
H (4.70397, -3.87856, -2.81280)
H (1.35674, -0.64261, -2.68196)

Cartesian forces, eV/Å:
C 0.2 0.1 0.1
C -0.2 0.0 -0.6
N -0.1 0.2 0.3
C -0.1 0.1 0.3
C 0.2 -0.2 -0.1
C 0.1 0.0 0.2
O -0.2 0.0 -0.1
N 0.1 -0.2 -0.1
C 0.0 0.2 0.1
C -0.2 0.0 -0.2
C 0.1 -0.3 0.6
N 0.0 -0.6 -0.5
C -0.5 0.3 -0.2
C 0.5 0.3 -0.1
C -0.2 0.2 -0.1
O 0.2 -0.2 0.0
C 0.2 -0.1 -0.4
C 0.0 0.0 -0.3
C -0.2 0.0 0.4
F -0.1 0.1 -0.2
C -0.3 0.3 0.2
N 0.3 0.1 0.1
C -0.3 0.1 -0.5
C 0.1 0.2 0.1
N -0.2 -0.1 -0.1
C 0.0 0.0 0.0
C 0.2 0.0 0.2
C -0.2 -0.7 -0.2
C 0.2 -0.1 -0.2
C 0.3 -0.4 0.7
H 0.0 0.0 -0.1
H -0.1 0.0 0.0
H 0.0 -0.1 0.0
H 0.2 -0.1 0.1
H -0.1 0.1 0.1
H 0.0 0.0 -0.1
H -0.1 0.1 -0.1
H -0.1 0.1 -0.1
H 0.0 -0.1 0.1
H 0.0 0.1 0.0
H 0.0 0.0 0.1
H -0.1 0.0 -0.1
H 0.0 0.1 -0.1
H 0.0 0.5 0.4
H 0.0 -0.1 0.0
H 0.1 0.0 0.0
H 0.1 0.0 0.0
H -0.1 0.0 0.0
H 0.0 0.0 0.0
H -0.1 0.0 0.0
H 0.1 -0.1 0.1
H 0.1 0.0 0.0
H 0.0 0.1 0.0
H 0.0 0.0 0.0
H 0.0 0.1 0.0
H 0.1 0.0 -0.1
H 0.1 0.0 0.0
H 0.1 0.0 0.0
H 0.0 0.0 0.0
H 0.0 -0.1 0.1
H 0.1 0.1 0.0
H 0.0 0.0 0.1
H 0.0 0.0 -0.1